No. 1
Here is a single I2O2 molecule from OMol25. Energies are from wB97M-V/def2-TZVPD.

Computed properties:
* max |F|: 0.842 eV/A
* LUMO: -0.1041 Eh
* gap between HOMO and LUMO: 0.2380 hartree
* HOMO energy: -9.31 eV
* E: -745.6491 Eh

Geometry as ORCA input:
```
! RIJCOSX wB97M-V def2-TZVPD def2/J DEFGRID3
* xyz 0 1
O 1.85182 -0.23380 0.59853
O -1.25552 -1.33765 -0.61940
I 1.07884 1.27434 -0.02009
I -1.67514 0.29711 0.04095
*
```

No. 2
Here is 21 unconnected molecules or ions with the total composition C84H168O21 at a distorted geometry from OMol25. Energies are from wB97M-V/def2-TZVPD.

Computed properties:
* max |F|: 3.303 eV/A
* LUMO: 0.0180 Eh
* gap between HOMO and LUMO: 0.3528 hartree
* HOMO energy: -9.11 eV
* E: -4880.9731 Eh

Geometry as ORCA input:
```
! RIJCOSX wB97M-V def2-TZVPD def2/J DEFGRID3
* xyz 0 1
C -0.47699 -3.40422 3.80125
C 0.71857 -3.88336 2.93849
C 1.77564 -2.85512 3.17647
O 1.09928 -1.69227 3.62336
C 0.00268 -2.09584 4.40025
H -0.71345 -4.11252 4.59528
H -1.34286 -3.18293 3.17723
H 0.41767 -3.93117 1.89194
H 1.03474 -4.86568 3.28948
H 2.43902 -2.67730 2.33006
H 2.48551 -3.23162 3.91296
H -0.76935 -1.32676 4.42403
H 0.27542 -2.16319 5.45343
C -0.13950 -4.42034 -0.96819
C -1.40783 -3.76192 -0.49622
C -2.45251 -4.42545 -1.29812
O -2.05691 -5.77797 -1.30251
C -0.65684 -5.88090 -1.18677
H 0.70817 -4.33899 -0.28780
H 0.23429 -3.95867 -1.88210
H -1.42526 -2.67223 -0.51533
H -1.52546 -3.98409 0.56440
H -2.51967 -3.97538 -2.28858
H -3.43311 -4.25117 -0.85523
H -0.21314 -6.31267 -2.08388
H -0.40740 -6.45425 -0.29394
C -1.94057 6.66082 -4.44767
C -1.90865 6.03108 -3.03632
C -2.99200 6.98070 -2.34117
O -2.71435 8.22536 -3.02057
C -1.87278 8.13888 -4.14046
H -2.89807 6.44509 -4.92174
H -1.12014 6.30589 -5.07139
H -0.96523 6.14360 -2.50207
H -2.11293 4.96055 -3.05489
H -3.07232 7.05302 -1.25655
H -3.91955 6.53554 -2.70118
H -0.84817 8.39633 -3.87211
H -2.24972 8.74171 -4.96666
C 5.07117 -2.76355 -1.73719
C 4.57819 -2.42458 -3.17645
C 3.29106 -3.12563 -3.23980
O 2.77068 -3.15212 -1.90225
C 3.75248 -2.66241 -0.93393
H 5.79736 -2.02550 -1.39656
H 5.43448 -3.78439 -1.61885
H 5.27412 -2.73812 -3.95457
H 4.37595 -1.36857 -3.35546
H 3.42153 -4.16845 -3.52891
H 2.58883 -2.57056 -3.86177
H 3.74644 -3.24149 -0.01050
H 3.49005 -1.61404 -0.79199
C -4.96537 0.30693 4.24799
C -5.64825 1.42421 5.00116
C -5.39212 1.11946 6.46163
O -4.03377 0.72064 6.38004
C -3.79066 0.00366 5.13742
H -4.66497 0.72800 3.28853
H -5.56590 -0.58666 4.07786
H -6.70955 1.52938 4.77600
H -5.22107 2.40462 4.79039
H -6.03852 0.35691 6.89613
H -5.54296 1.96366 7.13444
H -3.66033 -1.06619 5.30032
H -2.87416 0.37181 4.67635
C 7.40410 -3.07159 2.96878
C 7.17646 -4.27329 3.87342
C 5.62150 -4.34223 3.96921
O 5.11796 -3.46328 2.93388
C 6.16592 -3.13722 2.03526
H 8.37452 -3.12660 2.47546
H 7.32688 -2.19288 3.60909
H 7.70848 -4.35203 4.82149
H 7.45618 -5.13775 3.27126
H 5.25407 -3.92628 4.90734
H 5.21733 -5.34792 3.85380
H 5.79353 -2.22622 1.56675
H 6.27565 -3.87413 1.23963
C 0.98202 -0.07515 0.55453
C 0.72434 -0.39579 -0.93505
C -0.66647 0.13269 -1.08531
O -1.30759 0.14065 0.17774
C -0.36609 -0.42467 1.17652
H 1.28244 0.97053 0.62078
H 1.79616 -0.68980 0.93855
H 0.88352 -1.45413 -1.14165
H 1.45331 0.13055 -1.55122
H -1.23382 -0.46691 -1.79714
H -0.55792 1.14645 -1.47081
H -0.47733 -1.50051 1.31172
H -0.58698 0.03917 2.13786
C 4.44273 0.99584 1.60160
C 4.35677 1.15566 3.07955
C 5.51143 0.25148 3.55276
O 6.47194 0.37539 2.54821
C 5.99291 0.89049 1.34045
H 3.94253 1.80329 1.06685
H 4.01043 0.06048 1.24620
H 3.38220 0.93372 3.51437
H 4.60933 2.16181 3.41419
H 5.22279 -0.79866 3.50795
H 5.86023 0.55804 4.53890
H 6.25496 0.32300 0.44749
H 6.41392 1.87182 1.12176
C -6.58311 3.75212 -5.13238
C -5.20352 4.37953 -5.39279
C -4.29216 3.09119 -5.40821
O -5.11568 2.11595 -6.00735
C -6.47181 2.32469 -5.64887
H -7.45022 4.34397 -5.42553
H -6.67885 3.61392 -4.05542
H -4.95231 5.17133 -4.68706
H -5.21476 4.89036 -6.35561
H -3.99160 2.84186 -4.39056
H -3.37210 3.31940 -5.94630
H -6.78142 1.64681 -4.85345
H -7.15430 2.15460 -6.48157
C 2.74048 -6.99272 1.89900
C 3.18102 -5.83638 1.02912
C 4.49482 -6.23989 0.44592
O 5.07213 -6.95291 1.54039
C 4.06992 -7.56931 2.41065
H 2.16929 -7.68511 1.28057
H 2.13855 -6.58609 2.71167
H 3.27633 -4.90401 1.58562
H 2.43244 -5.60057 0.27274
H 5.04411 -5.36008 0.11078
H 4.34455 -6.86689 -0.43294
H 4.28825 -7.26767 3.43508
H 4.13890 -8.65032 2.28923
C -2.82439 -7.45739 1.55996
C -3.12704 -8.88554 2.10083
C -2.67042 -8.75931 3.54613
O -1.67944 -7.70555 3.52892
C -1.48107 -7.14756 2.23380
H -3.58839 -6.75699 1.89738
H -2.73342 -7.42996 0.47410
H -2.60997 -9.70941 1.60893
H -4.16770 -9.19292 1.99768
H -2.21221 -9.69584 3.86402
H -3.56564 -8.51385 4.11748
H -0.63434 -7.68024 1.80093
H -1.22724 -6.08754 2.23857
C -4.76246 -1.25184 -3.63680
C -5.02757 -1.91172 -4.94735
C -6.47983 -1.59098 -5.21812
O -7.01624 -1.63045 -3.87143
C -6.08532 -1.33014 -2.88543
H -4.38380 -0.23751 -3.76267
H -4.04995 -1.79706 -3.01779
H -4.82918 -2.98345 -4.93545
H -4.48465 -1.42167 -5.75555
H -6.97611 -2.39910 -5.75547
H -6.70258 -0.67738 -5.76933
H -6.04950 -2.10059 -2.11522
H -6.24997 -0.32538 -2.49629
C 0.83813 1.91149 -4.52493
C 0.08431 0.63099 -4.79865
C -1.40807 1.04467 -4.70393
O -1.43602 2.45172 -4.26084
C -0.19655 3.03532 -4.74681
H 1.69702 1.96795 -5.19369
H 1.13491 2.00406 -3.48021
H 0.44172 -0.16034 -4.13975
H 0.19917 0.26712 -5.81969
H -1.81185 0.51025 -3.84403
H -1.97749 0.86919 -5.61665
H 0.02486 3.92760 -4.16121
H -0.30510 3.49085 -5.73109
C 2.53441 6.98906 5.65986
C 1.65206 5.94260 5.04734
C 2.14840 5.95748 3.61445
O 3.47258 6.50671 3.66584
C 3.48230 7.56408 4.59464
H 3.11976 6.55686 6.47145
H 1.96683 7.84137 6.03337
H 0.59073 6.18940 5.07476
H 1.85384 4.96921 5.49443
H 1.52478 6.65365 3.05359
H 2.08616 5.02013 3.06165
H 3.02535 8.45222 4.15820
H 4.48386 7.79273 4.95891
C 0.11936 3.61457 0.33298
C -0.56396 4.89602 0.84152
C 0.10634 6.07530 0.14378
O 0.94752 5.44480 -0.87741
C 0.61575 4.06805 -1.02756
H -0.59460 2.80168 0.20045
H 0.98243 3.38214 0.95684
H -0.55107 5.02129 1.92422
H -1.60669 4.88095 0.52437
H 0.68971 6.69993 0.82026
H -0.73017 6.66144 -0.23671
H 1.51209 3.48902 -1.24974
H -0.05562 3.88949 -1.86749
C 4.39094 6.37709 0.59705
C 5.73504 6.32624 -0.06689
C 6.28038 4.93041 0.20813
O 5.13397 4.14177 0.52393
C 3.94942 4.93514 0.31159
H 3.67580 7.11482 0.23317
H 4.53278 6.58951 1.65670
H 6.40866 7.15290 0.15887
H 5.59524 6.36257 -1.14727
H 6.96664 5.12394 1.03255
H 6.83964 4.57294 -0.65647
H 3.14801 4.66845 1.00058
H 3.54226 4.81309 -0.69212
C -4.24456 -3.54680 2.05288
C -5.75527 -3.68586 2.20074
C -6.29401 -2.59269 1.34063
O -5.36432 -1.50523 1.49408
C -4.07713 -2.09979 1.45000
H -3.85631 -4.28335 1.34942
H -3.70877 -3.69501 2.99047
H -5.92472 -3.43225 3.24720
H -6.12968 -4.68878 1.99572
H -7.30559 -2.25670 1.56848
H -6.38542 -2.83832 0.28262
H -3.37417 -1.50590 2.03415
H -3.77647 -2.17814 0.40522
C -1.54534 -3.20195 -5.09070
C -1.55717 -2.76784 -6.54980
C -0.73774 -3.86271 -7.29706
O -1.03524 -5.02810 -6.52901
C -1.60597 -4.69948 -5.26737
H -2.41496 -2.79821 -4.57220
H -0.65615 -2.94892 -4.51328
H -1.06789 -1.82168 -6.78107
H -2.57611 -2.67245 -6.92496
H 0.31468 -3.59319 -7.20837
H -0.88673 -3.93609 -8.37433
H -1.05432 -5.21421 -4.48072
H -2.66782 -4.94392 -5.23861
C -4.75625 2.92437 1.11186
C -3.45884 2.37817 0.73371
C -3.40218 2.61857 -0.78449
O -4.24040 3.76479 -0.90191
C -4.70834 4.19997 0.38048
H -4.76378 2.99015 2.19985
H -5.61230 2.31712 0.81768
H -3.40484 1.31823 0.98214
H -2.63607 2.84693 1.27355
H -3.93690 1.78784 -1.24499
H -2.39897 2.87576 -1.12438
H -5.68748 4.66605 0.27028
H -4.04822 4.93737 0.83720
C 5.28056 1.09809 -2.27646
C 5.72377 1.07202 -3.70748
C 4.44987 1.33699 -4.45696
O 3.72751 2.19751 -3.59913
C 4.11085 2.07783 -2.19023
H 6.13603 1.44059 -1.69426
H 4.96873 0.09760 -1.97667
H 6.33697 0.27265 -4.12355
H 6.28129 1.99233 -3.88156
H 3.85820 0.44312 -4.65444
H 4.51185 1.83033 -5.42694
H 3.30759 1.71976 -1.54629
H 4.51118 3.05104 -1.90616
C -0.45767 2.38816 4.25600
C -0.58427 1.91469 5.69191
C 0.76358 2.40207 6.18802
O 1.63896 2.44795 5.04940
C 0.94473 2.03894 3.92492
H -0.52786 3.47577 4.27298
H -1.15609 1.95066 3.54263
H -0.62729 0.82915 5.78047
H -1.44462 2.29157 6.24495
H 1.19684 1.71929 6.91889
H 0.67341 3.41468 6.58119
H 1.05077 0.96732 3.75611
H 1.44912 2.54427 3.10131
*
```